1.
Below is C31H55BrIrNO3P3 as an isolated structure at a distorted geometry, with properties calculated with ωB97M-V/def2-TZVPD.

CARTESIAN COORDINATES (ANGSTROEM)
1 N 4.807 3.569 1.683
2 C 4.171 2.827 2.593
3 C 3.346 1.763 2.211
4 C 3.295 1.400 0.857
5 C 3.970 2.187 -0.090
6 C 4.745 3.270 0.391
7 C 2.548 0.154 0.485
8 Ir 0.835 0.019 -0.502
9 P -0.428 -1.298 -1.895
10 C 2.763 -0.400 -0.860
11 C 3.267 -1.787 -0.943
12 C 3.903 -2.191 -2.133
13 C 4.028 -3.540 -2.415
14 C 3.547 -4.485 -1.496
15 C 3.178 -4.076 -0.201
16 C 3.091 -2.713 0.088
17 Br 3.359 -6.211 -1.989
18 H 2.493 -0.567 1.317
19 H 3.179 0.225 -1.660
20 H 2.750 1.229 2.948
21 H 3.893 2.016 -1.163
22 H 4.304 3.045 3.653
23 H 5.324 3.865 -0.323
24 H 4.229 -1.444 -2.862
25 H 2.855 -2.413 1.107
26 H 4.428 -3.852 -3.376
27 H 2.911 -4.801 0.559
28 P 0.508 2.082 -1.524
29 C -0.660 -3.133 -1.912
30 C -0.913 -3.836 -3.243
31 H -1.516 -3.318 -1.254
32 H 0.241 -3.530 -1.436
33 H -1.071 -4.899 -3.050
34 H -1.800 -3.486 -3.778
35 H -0.067 -3.773 -3.922
36 C 1.098 -1.482 -3.230
37 C 0.875 -1.549 -4.718
38 H 1.615 -2.383 -2.862
39 H 1.771 -0.644 -3.000
40 H 1.769 -1.139 -5.206
41 H 0.787 -2.573 -5.088
42 H 0.010 -0.982 -5.070
43 C -2.170 -1.134 -0.879
44 C -3.491 -1.701 -1.326
45 H -2.281 -0.073 -0.661
46 H -1.897 -1.624 0.063
47 H -4.245 -1.419 -0.574
48 H -3.836 -1.322 -2.291
49 H -3.483 -2.791 -1.357
50 C -1.268 2.410 -1.849
51 C -1.662 3.866 -2.061
52 H -1.809 1.979 -0.996
53 H -1.526 1.815 -2.737
54 H -1.641 4.445 -1.129
55 H -1.031 4.379 -2.797
56 H -2.691 3.909 -2.438
57 C 1.255 2.128 -3.227
58 C 1.933 3.421 -3.695
59 H 0.441 1.843 -3.920
60 H 1.995 1.313 -3.253
61 H 1.308 4.313 -3.566
62 H 2.890 3.580 -3.181
63 H 2.150 3.323 -4.765
64 C 1.170 3.589 -0.700
65 C 0.838 3.799 0.764
66 H 0.858 4.470 -1.276
67 H 2.260 3.529 -0.810
68 H 1.614 4.431 1.212
69 H -0.127 4.300 0.916
70 H 0.823 2.867 1.338
71 C -0.525 -3.316 3.266
72 C 0.236 -2.161 2.673
73 O -0.752 -1.272 2.035
74 P -0.380 0.181 1.430
75 O 0.347 0.960 2.648
76 C -0.271 1.269 3.997
77 C -1.458 0.433 4.349
78 O -1.848 0.849 1.292
79 C -2.339 2.217 1.599
80 C -3.794 2.260 1.240
81 H -1.270 -2.988 4.000
82 H 0.187 -3.971 3.777
83 H -1.032 -3.887 2.479
84 H 0.794 -1.606 3.440
85 H 0.935 -2.504 1.903
86 H 0.550 1.108 4.700
87 H -0.503 2.338 3.967
88 H -1.217 -0.630 4.422
89 H -1.807 0.757 5.336
90 H -2.284 0.575 3.647
91 H -2.188 2.385 2.673
92 H -1.752 2.955 1.029
93 H -4.361 1.498 1.783
94 H -4.180 3.237 1.542
95 H -3.966 2.143 0.166

Cartesian forces (eV/Å) of the 6 atoms listed first:
N -2.0285 -3.0516 -1.0374
C 0.2917 0.5753 1.2210
C 0.5815 0.5597 -0.6957
C -0.7350 0.0130 0.0465
C 0.3512 0.5570 1.4396
C 0.7725 0.5808 -1.0362

LUMO energy (spin up / spin down)   -11.96 / -14.71 eV
Strongest force on any atom   3.93 eV/A
2S+1   6
HOMO energy (spin up / spin down)   -18.49 / -20.64 eV
Relative energy (zero: lowest compared OMol25 entry of this formula, charge and spin)   32.3 kcal/mol
Charge   +4
Molar mass   854.83 g mol⁻¹
Energy   -5195.432259 Ha

2.
Below is C28H31FN6PbSSi as an isolated structure at a distorted geometry, with properties calculated with ωB97M-V/def2-TZVPD.

CARTESIAN COORDINATES (ANGSTROEM)
1 Pb -1.313 -0.574 1.001
2 N -1.855 4.008 -0.189
3 C -1.648 2.809 0.410
4 S -2.443 1.425 -0.371
5 N -0.892 2.750 1.438
6 N -0.600 1.559 2.025
7 C -0.214 1.619 3.264
8 C -0.141 2.896 4.011
9 C -0.951 3.051 5.135
10 C -0.982 4.264 5.806
11 C -0.180 5.312 5.383
12 C 0.645 5.152 4.277
13 C 0.657 3.955 3.583
14 C 0.081 0.369 3.985
15 C 0.804 0.395 5.171
16 C 1.064 -0.799 5.829
17 C 0.588 -1.979 5.287
18 C -0.120 -1.917 4.096
19 N -0.368 -0.778 3.461
20 H -2.695 4.133 -0.725
21 H -1.515 4.817 0.311
22 H -1.580 2.232 5.463
23 H -1.629 4.384 6.664
24 H -0.192 6.253 5.917
25 H 1.283 5.964 3.955
26 H 1.298 3.831 2.721
27 H 1.164 1.335 5.564
28 H 1.622 -0.803 6.755
29 H 0.758 -2.930 5.772
30 H -0.511 -2.819 3.638
31 C -1.320 -3.564 -2.781
32 Si -0.152 -2.114 -2.489
33 C -1.013 -0.510 -3.144
34 C 1.441 -2.204 -3.516
35 N 0.204 -1.602 -0.890
36 C 1.163 -2.289 -0.162
37 C 1.641 -3.579 -0.446
38 C 2.570 -4.209 0.365
39 C 3.055 -3.584 1.506
40 C 2.615 -2.305 1.815
41 C 1.712 -1.693 0.978
42 F 1.294 -0.414 1.269
43 H -2.258 -3.256 -3.253
44 H -1.579 -4.047 -1.839
45 H -0.869 -4.328 -3.419
46 H -2.534 -0.750 -4.606
47 H 0.485 0.960 -3.532
48 H -1.899 -0.347 -2.534
49 H 1.332 -1.808 -4.529
50 H 1.772 -3.240 -3.619
51 H 2.257 -1.665 -3.032
52 H 1.263 -4.091 -1.326
53 H 2.910 -5.204 0.110
54 H 3.771 -4.083 2.143
55 H 2.966 -1.776 2.692
56 N -0.054 0.584 -2.756
57 C -1.468 -0.429 -4.636
58 C -1.544 0.947 -5.170
59 C -1.175 1.251 -6.440
60 C -0.668 0.245 -7.286
61 C -0.535 -1.078 -6.846
62 C -0.891 -1.412 -5.574
63 H -0.609 1.318 -2.245
64 H 0.586 0.170 -2.047
65 H -1.956 1.708 -4.514
66 H -1.264 2.264 -6.809
67 H -0.389 0.495 -8.303
68 H -0.150 -1.833 -7.519
69 H -0.847 -2.444 -5.248

Cartesian forces (eV/Å) of the 6 atoms listed first:
Pb -0.0368 -0.5638 0.1102
N 0.1648 0.2566 0.0107
C -0.1787 -0.8377 -0.2407
S 0.1508 0.2454 -0.5331
N 0.3849 0.8945 0.3223
N -0.1755 -0.4726 0.2745

LUMO energy   -8.50 eV
Strongest force on any atom   1.14 eV/A
HOMO energy   -12.26 eV
Relative energy (zero: lowest compared OMol25 entry of this formula, charge and spin)   31.2 kcal/mol
Charge   +2
Molar mass   737.95 g mol⁻¹
Energy   -2393.982956 Ha

3.
Below is a 2-piece molecular cluster, C4H7N5O overall at a distorted geometry, with properties calculated with ωB97M-V/def2-TZVPD.

CARTESIAN COORDINATES (ANGSTROEM)
1 N -1.095 2.231 -1.086
2 C -0.965 1.297 -0.393
3 C -0.579 0.374 0.717
4 N -0.439 1.046 2.001
5 C 0.683 -0.372 0.389
6 C 0.962 -1.717 0.507
7 N 2.277 -1.788 0.231
8 N 2.778 -0.603 -0.092
9 N 1.825 0.266 0.031
10 H -1.393 -0.359 0.803
11 H 0.200 1.835 1.940
12 H -1.329 1.387 2.351
13 H 0.354 -2.587 0.724
14 H 2.896 -2.588 0.315
15 O -2.426 0.417 -2.872
16 H -1.686 -0.217 -2.800
17 H -2.064 1.379 -2.765

Cartesian forces (eV/Å) of the 6 atoms listed first:
N 0.1055 -2.2094 1.4180
C 0.5005 2.6834 -0.8471
C -0.5088 -0.4419 -0.1571
N -0.0764 0.1564 0.0060
C 0.0881 -0.4669 0.0170
C -0.3950 0.2056 0.1609

LUMO energy   0.46 eV
SMILES   N#C[C@H](N)c1c[nH]nn1.O
Strongest force on any atom   3.02 eV/A
HOMO energy   -10.27 eV
Relative energy (zero: lowest compared OMol25 entry of this formula, charge and spin)   35.6 kcal/mol
Molar mass   141.13 g mol⁻¹
Energy   -505.590289 Ha

4.
Below is a 2-piece molecular cluster, C8H7FO3 overall at a distorted geometry, with properties calculated with ωB97M-V/def2-TZVPD.

CARTESIAN COORDINATES (ANGSTROEM)
1 C -3.830 0.396 -0.743
2 C -3.074 -0.818 -0.654
3 C -3.164 1.190 0.126
4 C -2.083 -0.712 0.241
5 C -0.938 -1.493 0.312
6 C 0.877 0.062 -0.123
7 C 2.144 -0.316 -0.277
8 C 3.270 0.650 -0.291
9 O -0.669 -2.628 0.440
10 O -2.159 0.614 0.669
11 O 2.484 -1.631 -0.158
12 F 0.496 1.369 -0.022
13 H -4.791 0.699 -1.328
14 H -3.309 -1.756 -1.172
15 H -3.476 2.045 0.665
16 H 3.975 0.213 -1.013
17 H 2.737 1.679 -0.531
18 H 3.604 0.736 0.764
19 H 1.800 -2.276 -0.155

Cartesian forces (eV/Å) of the 6 atoms listed first:
C -1.2339 0.0065 -1.1163
C -2.4234 -1.8924 -1.8959
C -2.0733 0.4718 -0.1070
C -1.4803 2.9101 -0.3294
C 3.9857 0.9291 0.1074
C -2.2037 -1.4697 0.5874

LUMO energy (spin up / spin down)   -0.22 / -0.22 eV
Strongest force on any atom   4.26 eV/A
HOMO energy (spin up / spin down)   -8.09 / -8.09 eV
Relative energy (zero: lowest compared OMol25 entry of this formula, charge and spin)   104.0 kcal/mol
Molar mass   170.14 g mol⁻¹
Energy   -634.426135 Ha

> Number 1 is which compound?

C31H55BrIrNO3P3